The following is a DFT calculation (the ωB97M-V functional and the def2-TZVPD basis) of 11 unconnected molecules or ions with the total composition C54H138F4N21O19P7 in a non-equilibrium geometry.

Atoms and positions in Å:
C (-2.38396, 5.28837, -1.49724)
N (-1.68851, 6.14599, -2.47387)
C (-1.52209, 7.50819, -2.05232)
P (-1.54302, 5.76408, -4.07460)
O (-1.11443, 6.93196, -4.92378)
N (-0.44005, 4.52285, -4.13439)
C (-0.42946, 3.51392, -3.10620)
C (0.81208, 4.68927, -4.85858)
N (-2.93810, 5.01067, -4.46882)
C (-2.96479, 4.16404, -5.73088)
C (-4.06714, 5.87854, -4.30015)
H (-1.70896, 4.53383, -1.03008)
H (-3.20578, 4.76287, -2.00280)
H (-2.76172, 6.00824, -0.71100)
H (-2.44447, 8.04480, -1.80419)
H (-1.03373, 8.09639, -2.83310)
H (-0.93723, 7.50380, -1.11827)
H (0.27186, 3.76034, -2.28146)
H (-1.46273, 3.31633, -2.63413)
H (-0.19170, 2.60375, -3.61360)
H (1.59325, 5.15977, -4.23213)
H (1.09143, 3.74689, -5.24099)
H (0.62089, 5.39960, -5.71759)
H (-2.01831, 3.69262, -5.60192)
H (-3.70952, 3.39532, -5.51723)
H (-3.10144, 4.60052, -6.73562)
H (-5.03420, 5.37349, -4.52814)
H (-4.03063, 6.74798, -4.97969)
H (-4.17941, 6.18922, -3.23613)
C (-0.71204, -5.06161, 1.46526)
N (-0.79212, -5.44491, 0.07447)
C (0.43685, -6.04881, -0.54663)
P (-2.27691, -6.01279, -0.59844)
O (-2.02040, -6.53024, -1.95300)
N (-2.95516, -7.27323, 0.24675)
C (-3.55826, -7.20198, 1.58107)
C (-2.58363, -8.63803, -0.11507)
N (-3.35423, -4.81568, -0.39751)
C (-4.77179, -4.97694, -0.52841)
C (-2.83883, -3.49450, -0.68485)
H (0.11962, -4.41229, 1.65818)
H (-0.53284, -5.96270, 2.14718)
H (-1.63329, -4.52145, 1.70997)
H (1.20284, -5.38173, -0.27047)
H (0.53737, -6.10940, -1.66357)
H (0.71886, -7.04516, -0.16846)
H (-3.59523, -6.16543, 1.88354)
H (-4.57765, -7.57333, 1.63782)
H (-2.89757, -7.70473, 2.30152)
H (-3.36756, -9.27344, 0.24993)
H (-2.52044, -8.81436, -1.18565)
H (-1.67686, -8.95974, 0.44020)
H (-5.27527, -5.02235, 0.44479)
H (-5.21187, -4.12765, -1.08422)
H (-5.03931, -5.91585, -1.00655)
H (-3.46763, -2.75343, -0.29277)
H (-2.69237, -3.21102, -1.73073)
H (-1.84748, -3.29767, -0.26617)
C (-8.17515, -0.10692, -1.44933)
N (-6.86106, -0.32066, -0.88793)
C (-6.72421, -1.30599, 0.14165)
P (-5.52920, 0.23703, -1.76624)
O (-4.31622, -0.19749, -0.98140)
N (-5.31568, -0.32112, -3.30841)
C (-4.09626, -1.09625, -3.57470)
C (-6.38213, -0.48831, -4.30298)
N (-5.86583, 1.86468, -1.85070)
C (-5.65856, 2.66299, -3.09461)
C (-6.07563, 2.60873, -0.60916)
H (-8.20394, 0.77616, -1.94498)
H (-8.90181, 0.04052, -0.62224)
H (-8.59550, -0.97448, -1.98256)
H (-6.65980, -2.32356, -0.30652)
H (-7.51078, -1.21588, 0.86836)
H (-5.85336, -1.12670, 0.69446)
H (-3.50176, -0.56756, -4.32072)
H (-3.53678, -1.23691, -2.67902)
H (-4.32388, -2.02370, -4.06050)
H (-5.88257, -0.74637, -5.24798)
H (-7.03785, -1.29222, -3.91008)
H (-7.06309, 0.37293, -4.38895)
H (-5.34413, 3.62828, -2.87038)
H (-5.02618, 2.20454, -3.80501)
H (-6.59179, 2.81309, -3.65734)
H (-5.33135, 2.21194, 0.07888)
H (-7.07054, 2.57050, -0.20714)
H (-5.89256, 3.65716, -0.84719)
C (-0.44302, -4.62430, 5.93051)
N (-1.38374, -3.54422, 5.58123)
C (-2.75813, -3.91985, 5.59385)
P (-1.02431, -1.92917, 5.73659)
O (-1.93595, -1.01318, 5.01589)
N (-1.02625, -1.44665, 7.34546)
C (-1.80744, -0.30197, 7.79859)
C (-0.45739, -2.36195, 8.31842)
N (0.55395, -1.94283, 5.29302)
C (1.31349, -0.85873, 5.93942)
C (0.84895, -2.05438, 3.85440)
H (0.51819, -4.22606, 5.90847)
H (-0.58750, -5.41237, 5.17074)
H (-0.62595, -5.05605, 6.91211)
H (-3.40487, -3.08295, 5.58228)
H (-3.11214, -4.39747, 6.50224)
H (-3.00146, -4.52077, 4.73197)
H (-1.50651, -0.32359, 8.84189)
H (-1.61198, 0.62975, 7.19312)
H (-2.85793, -0.47082, 7.76669)
H (0.00647, -1.77879, 9.17111)
H (-1.30887, -3.00825, 8.71653)
H (0.37401, -2.92514, 7.85418)
H (1.36166, -0.94678, 7.08259)
H (2.34436, -0.92347, 5.68413)
H (0.87940, 0.07149, 5.71057)
H (0.34829, -1.32061, 3.18084)
H (0.55431, -3.05261, 3.45787)
H (1.91752, -1.86873, 3.87175)
C (7.26653, 1.72727, -2.62109)
N (6.78987, 3.06254, -3.07494)
C (7.69867, 4.07969, -2.61414)
P (5.18728, 3.45282, -3.07997)
O (4.99100, 4.81473, -3.59532)
N (4.63137, 2.16156, -4.01284)
C (5.26775, 1.95017, -5.31360)
C (3.20979, 2.04085, -4.08250)
N (4.52178, 3.33384, -1.52180)
C (3.47242, 4.26386, -1.09053)
C (4.37847, 2.01997, -0.91862)
H (6.45234, 1.02296, -3.04715)
H (7.27559, 1.71169, -1.56000)
H (8.26520, 1.48425, -3.03087)
H (7.58202, 4.94847, -3.28445)
H (8.73704, 3.86004, -2.65419)
H (7.41045, 4.33220, -1.56622)
H (5.70549, 0.94983, -5.39937)
H (4.63576, 2.17410, -6.15339)
H (6.14499, 2.62449, -5.43131)
H (2.74727, 0.98393, -4.20366)
H (2.70144, 2.41180, -3.20330)
H (2.69049, 2.57207, -4.87292)
H (3.70493, 5.26633, -1.45552)
H (2.43896, 3.92814, -1.24889)
H (3.59779, 4.32774, -0.02205)
H (5.28008, 1.70724, -0.27290)
H (4.23471, 1.23774, -1.65349)
H (3.40549, 2.05245, -0.45299)
C (1.90229, -0.92546, -6.21802)
N (2.47703, -1.82916, -5.20538)
C (3.75424, -2.49842, -5.56927)
P (1.65881, -1.90009, -3.72065)
O (1.12212, -0.61878, -3.24678)
N (0.48513, -2.94266, -4.05864)
C (-0.62798, -3.08346, -3.11798)
C (0.34705, -3.83749, -5.24358)
N (2.62698, -2.52343, -2.53127)
C (2.85832, -3.96536, -2.50314)
C (3.58034, -1.64624, -1.84585)
H (2.60286, -0.55917, -6.98791)
H (1.40712, -0.13286, -5.62924)
H (1.11348, -1.46285, -6.79934)
H (4.14888, -2.17361, -6.53048)
H (3.53745, -3.57281, -5.63895)
H (4.46323, -2.27414, -4.83967)
H (-0.90561, -4.17062, -2.96231)
H (-0.33195, -2.80302, -2.10488)
H (-1.56447, -2.53202, -3.38974)
H (-0.32093, -3.29593, -5.89767)
H (1.27150, -4.08941, -5.68856)
H (-0.12841, -4.70969, -4.80554)
H (3.64951, -4.41452, -3.13698)
H (2.99071, -4.24892, -1.44630)
H (1.94833, -4.41629, -2.85265)
H (3.32338, -1.75492, -0.82296)
H (3.32658, -0.64820, -2.15233)
H (4.64070, -1.81700, -2.10991)
C (4.83382, 2.33713, 5.88514)
N (3.65725, 2.99957, 5.34867)
C (2.41998, 2.65057, 6.09325)
P (3.46461, 3.37991, 3.70545)
O (2.23601, 4.15848, 3.41674)
N (4.95365, 4.01228, 3.32607)
C (5.42388, 5.15272, 4.19063)
C (5.30324, 4.29199, 1.93509)
N (3.55247, 1.89978, 2.92037)
C (2.32044, 1.24865, 2.56717)
C (4.71985, 1.03178, 2.99362)
H (5.15278, 2.68117, 6.86273)
H (5.68858, 2.56015, 5.28333)
H (4.81203, 1.19467, 5.88162)
H (2.23172, 1.63411, 5.94709)
H (1.55240, 3.23439, 5.84099)
H (2.66992, 2.84965, 7.11320)
H (6.46586, 5.23637, 4.00482)
H (4.92789, 6.08920, 3.98413)
H (5.21205, 4.91203, 5.20552)
H (4.57906, 4.99326, 1.57401)
H (6.33065, 4.71387, 1.82839)
H (5.27341, 3.40753, 1.26193)
H (1.65228, 2.02749, 2.20585)
H (2.56957, 0.48463, 1.83309)
H (1.84489, 0.67553, 3.34159)
H (4.67552, 0.38515, 2.09249)
H (4.57871, 0.36827, 3.82923)
H (5.60814, 1.60935, 3.13214)
O (-3.29912, 3.38164, 1.18815)
C (-2.65758, 3.27238, 2.18962)
O (-1.33831, 2.86599, 2.19887)
C (-0.83919, 2.80129, 3.54207)
C (-1.96756, 3.47133, 4.33263)
F (-1.55320, 4.76307, 4.61996)
O (-3.08902, 3.54208, 3.41902)
H (-0.79315, 1.72538, 3.84402)
H (0.14724, 3.21732, 3.70203)
H (-2.26791, 2.97791, 5.27307)
O (1.31207, -1.88250, 0.63063)
C (0.67673, -0.95315, 0.18108)
O (-0.61953, -0.71713, 0.09497)
C (-0.91114, 0.40212, -0.88424)
C (0.46298, 0.91195, -1.11166)
F (0.53542, 2.07098, -0.44528)
O (1.38079, 0.02902, -0.50411)
H (-1.35592, -0.10540, -1.78081)
H (-1.59446, 1.09555, -0.44050)
H (0.70077, 0.98878, -2.14182)
O (6.69535, -3.76927, 0.00249)
C (5.66155, -3.80376, 0.58978)
O (4.71642, -4.79850, 0.52045)
C (3.52888, -4.28570, 1.13620)
C (4.05101, -3.19753, 2.06364)
F (4.23892, -3.68644, 3.36577)
O (5.19956, -2.80632, 1.46192)
H (2.86134, -3.82283, 0.41494)
H (3.02719, -5.10717, 1.64256)
H (3.39846, -2.33340, 2.19892)
O (-4.00689, -3.55616, 2.51675)
C (-3.88706, -2.37775, 2.53958)
O (-2.92274, -1.62947, 1.98763)
C (-3.05814, -0.19863, 2.32840)
C (-4.42320, -0.20587, 3.11409)
F (-5.35827, 0.63054, 2.51858)
O (-4.86603, -1.56815, 3.12322)
H (-2.16256, -0.02915, 2.98992)
H (-2.99237, 0.42694, 1.48483)
H (-4.25816, 0.08689, 4.21922)

Force components x, y, z for each atom (eV/Å):
C 0.16 0.75 0.53
N -0.88 -0.26 0.11
C 0.61 0.79 0.55
P 2.47 1.22 -0.69
O -0.63 -1.28 0.98
N -0.36 0.43 -0.34
C -1.38 0.10 0.92
C -0.83 2.36 -0.28
N -1.23 -0.69 -1.66
C -0.14 0.08 2.06
C -1.90 0.47 0.23
H -0.54 0.70 -0.13
H 0.09 0.04 0.47
H 0.12 -1.19 -0.67
H -0.37 -0.29 -0.14
H 0.15 -0.21 0.22
H 0.12 0.24 -0.36
H -0.23 -0.30 -0.39
H 1.52 0.52 -0.91
H 0.63 -1.00 0.03
H -0.05 -0.47 -0.22
H 0.62 -1.05 -0.43
H 0.28 -0.83 0.93
H 0.78 -0.66 -0.84
H -0.22 0.09 -0.41
H 0.06 0.41 0.75
H 0.71 -0.05 0.01
H 0.03 -0.03 0.42
H 0.27 0.13 -0.77
C -0.19 -1.46 0.48
N -0.54 -1.18 -2.08
C -0.59 -0.14 -0.13
P 0.86 -1.31 0.38
O 0.48 0.29 -0.64
N -0.50 -0.34 0.36
C 1.08 0.72 -0.20
C 0.24 0.03 0.53
N 1.13 1.02 0.11
C -1.13 -0.13 0.18
C 1.19 0.64 -0.32
H 0.54 0.61 -0.21
H -0.56 0.92 -0.58
H 0.14 -0.24 0.32
H 1.26 0.80 0.51
H -1.10 0.21 1.04
H -0.38 0.14 0.12
H -0.07 0.41 0.14
H -0.05 -0.42 -0.22
H -0.34 -0.15 0.03
H -0.56 -0.48 0.19
H 0.34 0.35 0.06
H -0.13 0.10 -0.54
H 0.15 0.28 0.08
H 0.30 -0.48 0.10
H 0.11 -0.01 -0.38
H -1.07 1.00 0.72
H -0.49 -0.64 -0.34
H -0.25 -0.36 0.31
C -0.96 -2.64 2.89
N 0.32 0.99 -1.40
C -0.24 -1.14 -1.06
P 1.08 -0.36 2.23
O -0.68 0.75 -0.32
N -0.21 0.32 -0.04
C -0.41 0.90 -1.01
C -0.25 -0.47 1.06
N 0.02 -0.08 -2.03
C -2.12 -1.46 0.54
C 0.91 -0.07 -0.61
H -0.02 2.46 -2.12
H 0.34 -0.08 -0.12
H 0.32 0.28 -0.37
H -0.29 0.28 0.60
H -0.76 -0.13 0.07
H 1.45 0.18 0.50
H 0.31 0.26 0.05
H 0.29 -0.13 0.51
H -0.38 -0.89 0.08
H -0.65 0.13 0.17
H 0.24 -0.04 -0.86
H 0.63 0.06 -0.15
H 0.99 1.59 0.61
H 1.10 -0.65 -0.38
H -0.23 -0.12 0.26
H -0.24 0.49 0.53
H -0.61 -0.42 0.17
H 0.30 -0.03 0.33
C -2.03 -0.30 -0.87
N 0.73 0.33 0.61
C -0.77 -0.51 0.11
P -0.87 -0.33 1.06
O -0.22 0.05 -0.38
N 0.26 -0.50 -1.64
C 1.14 -0.21 -0.24
C -0.61 0.34 0.98
N 0.63 0.72 0.31
C 0.01 -1.47 2.16
C -0.36 -0.28 -0.04
H 1.73 0.37 -0.20
H 0.34 0.13 0.32
H -0.24 0.01 0.20
H -0.47 1.27 -0.52
H 0.48 -0.67 0.38
H -0.16 -0.41 -0.25
H -0.20 1.30 0.27
H 0.16 -0.87 0.97
H -1.02 -0.25 -0.12
H -0.57 -0.61 -0.75
H 1.46 0.30 -0.20
H -0.65 -0.05 0.32
H -0.46 -0.04 -1.64
H 0.84 0.11 -0.79
H -0.24 1.50 -0.35
H 0.19 -0.14 0.68
H 0.50 0.58 0.40
H 0.21 -0.39 -0.90
C -2.24 -0.40 -2.37
N 1.75 -1.55 0.29
C -1.53 2.05 0.27
P -0.24 0.13 0.05
O -0.19 0.30 -0.07
N -0.21 0.30 -0.20
C 1.91 0.48 0.30
C -2.57 -1.95 -0.01
N 0.18 -0.33 -1.42
C 0.83 0.38 0.36
C 0.89 -0.51 0.26
H 1.68 0.56 1.01
H 0.16 -0.37 1.15
H -0.58 0.23 0.12
H -0.12 -0.02 0.66
H 0.79 -0.96 -0.07
H 0.55 0.31 -0.47
H -0.41 -0.15 -0.04
H -0.65 -0.07 -0.22
H -0.59 -0.31 0.21
H 1.42 1.17 0.35
H 0.18 0.16 0.64
H 0.58 0.51 -0.55
H -0.42 -0.24 -0.37
H 0.20 0.08 -0.49
H -0.27 0.06 0.46
H -1.61 0.54 -0.54
H 0.34 -0.20 -0.42
H 0.05 -0.37 1.12
C -1.23 -0.67 0.28
N 0.88 0.86 -0.41
C -2.37 -0.55 -0.26
P 1.36 0.04 -1.07
O -0.25 1.03 -0.21
N -1.25 -1.53 -0.02
C -0.53 -1.03 0.55
C -0.95 1.21 2.06
N 0.68 -0.79 -1.32
C -0.03 0.03 0.58
C -0.26 -0.39 -1.26
H 0.08 0.03 0.83
H 0.23 0.07 -0.82
H 0.30 0.37 0.27
H -0.35 0.22 -0.01
H 0.61 0.02 0.02
H 1.42 0.00 1.28
H 0.22 0.96 -0.50
H 0.08 0.46 -0.11
H 0.86 -0.27 -0.06
H -0.18 -0.42 -0.74
H 0.93 -0.09 -0.51
H -0.10 -0.40 -0.62
H 0.14 0.71 0.38
H 0.19 -0.19 -0.61
H -0.49 -0.43 0.03
H 0.53 0.15 1.29
H 0.01 0.55 0.09
H -0.42 -0.28 0.28
C 0.23 -1.30 -0.55
N -0.85 0.75 0.09
C 1.62 1.39 -0.34
P 1.02 -1.26 0.40
O 0.26 -0.64 0.26
N 0.77 1.05 0.88
C -0.99 -1.21 -0.81
C 0.34 -0.68 -0.59
N -0.04 1.07 -0.31
C 0.36 0.15 -0.63
C -1.63 -0.43 -0.44
H -0.59 0.11 0.50
H 0.46 0.25 -0.69
H -0.43 1.27 0.22
H -0.54 -1.76 0.00
H -0.10 0.41 -0.43
H -0.19 -0.08 0.92
H 0.97 0.24 0.09
H -0.23 0.35 -0.40
H 0.09 -0.16 0.83
H -0.13 0.72 -0.64
H -0.76 -0.24 0.42
H -0.13 0.34 0.73
H -0.29 -0.39 -0.34
H -0.29 0.20 -0.64
H -0.32 -0.14 1.04
H 0.62 0.48 0.25
H 0.32 -0.57 0.58
H 0.62 0.13 -0.26
O 0.25 -0.22 0.57
C 1.16 -0.09 -1.38
O -0.42 0.34 0.00
C -1.53 -1.74 0.45
C 0.31 0.71 -0.16
F -0.64 -0.50 0.04
O 1.00 -0.15 1.67
H -0.04 0.58 -0.28
H 0.04 0.66 -0.42
H -0.03 0.33 -0.55
O -1.49 0.60 0.45
C 1.85 0.51 -1.67
O -0.66 0.02 0.13
C -0.07 -3.43 -0.24
C 0.26 -0.36 0.38
F 0.65 1.87 0.59
O -1.18 -0.43 0.29
H 0.39 0.56 0.88
H -0.26 0.34 0.32
H 0.51 0.49 -0.73
O -0.96 0.05 0.65
C -0.09 -0.30 -0.09
O 0.58 1.26 -0.06
C -0.20 -0.21 0.62
C -1.70 -0.26 0.69
F 0.46 0.06 -0.64
O 1.79 -0.35 -0.69
H -0.01 -0.04 -0.16
H 0.02 0.12 0.10
H -0.04 -0.15 -0.28
O 0.44 -0.36 -0.11
C -0.92 1.68 -0.08
O -0.22 0.30 0.00
C 0.32 -2.30 2.41
C 1.02 0.35 1.32
F 0.63 -0.92 0.49
O 1.14 0.89 -0.51
H -1.25 0.09 -0.37
H -0.50 0.41 -1.34
H -0.56 -0.15 -1.85

The frontier orbital gap comes out at 8.553 eV. The structure (SMILES) is CN(C)P(=O)(N(C)C)N(C)C.CN(C)P(=O)(N(C)C)N(C)C.CN(C)P(=O)(N(C)C)N(C)C.CN(C)P(=O)(N(C)C)N(C)C.CN(C)P(=O)(N(C)C)N(C)C.CN(C)P(=O)(N(C)C)N(C)C.CN(C)P(=O)(N(C)C)N(C)C.O=C1OC[C@@H](F)O1.O=C1OC[C@@H](F)O1.O=C1OC[C@@H](F)O1.O=C1OC[C@@H](F)O1. For the energy above the lowest of the compared OMol25 structures with the same formula, charge and spin, the calculation gives 0.1 kcal per mole. As for the total charge: 0. For the total energy, the calculation gives -7509.04652 hartree. Its HOMO energy is -8.26 eV. The calculation puts the LUMO energy at 0.293 eV. Its spin multiplicity is 1.

Here are the Löwdin charges for atoms 1 to 8, given in e: number 1, C, carries -0.108; number 2, N, carries -0.299; number 3, C, carries -0.131; number 4, P, carries 0.494; number 5, O, carries -0.299; number 6, N, carries -0.323; number 7, C, carries -0.121; number 8, C, carries -0.092